Record 1
DFT (ωB97M-V with the def2-TZVPD basis set) results for 3 unconnected molecules or ions with the total composition C32H52N4O4 in a non-equilibrium geometry.

Geometry as XYZ:
```
92
Properties=species:S:1:pos:R:3:forces:R:3
O 2.92339 5.53873 -2.78572 0.0 -0.1 0.4
O -1.29403 -0.16978 1.19038 -0.1 -0.4 -0.6
O 3.12441 7.71033 -2.71147 0.8 1.1 -0.2
O 2.22388 -4.20092 1.75907 0.5 0.0 0.4
N -0.91057 4.53902 -1.02853 -0.3 -0.2 -0.2
N -2.36973 -0.85398 1.41364 0.6 1.3 1.1
N -3.47743 5.23505 -2.03867 0.5 -0.3 0.1
N 3.20907 -4.46596 0.96509 -1.7 0.3 -0.6
C 4.71602 -3.42275 -0.71616 0.0 -0.2 -0.2
C -1.87905 1.42195 -2.67008 -0.4 0.1 -0.3
C -3.14791 1.76981 -3.18375 -0.1 0.4 0.2
C -2.12913 -1.82092 2.54028 -0.4 -1.2 0.0
C 2.41215 6.77355 -2.56450 -0.4 -0.4 -0.2
C -3.53240 0.08243 1.53147 -1.0 -0.4 -0.6
C 2.20502 -3.46897 -1.06533 -0.4 -0.3 -0.1
C 0.79727 7.01851 -0.69077 -0.5 0.3 0.1
C -0.62596 6.77242 -0.14693 0.0 -0.2 -0.1
C 3.14628 3.18278 -2.40813 0.2 0.5 0.3
C 3.07202 -5.87252 0.45029 0.9 -0.8 -0.1
C -1.18222 2.33678 -1.95830 0.7 0.1 0.2
C -2.06403 -1.04610 3.85792 0.0 0.4 0.1
C -2.93883 3.98953 -2.22745 -0.2 0.0 0.0
C 2.06539 -4.87288 -1.65190 0.1 0.1 0.0
C 0.94725 6.93083 -2.21652 0.7 -0.5 0.3
C 4.34112 -6.42534 -0.24447 0.1 0.2 0.0
C -1.42082 5.73024 -0.88223 0.2 -0.1 0.1
C -2.70724 6.06084 -1.39332 -0.2 0.2 0.0
C -0.85599 -2.58774 2.19992 0.5 0.1 0.1
C -3.21166 -2.91954 2.68172 -0.2 0.1 -0.1
C -4.84756 -0.69449 1.35792 -0.1 -0.1 0.2
C 3.27483 -2.01418 0.66225 -0.2 0.1 0.3
C -3.29212 -0.14857 4.05339 0.0 0.0 -0.1
C -3.66338 3.02294 -2.94490 -0.2 -0.7 -0.4
C -3.48256 0.80622 2.87495 0.3 0.0 0.4
C 1.91772 -5.92892 -0.55181 -0.3 0.2 -0.1
C 2.40386 4.44980 -2.02368 0.0 -0.8 -0.4
C -1.67087 3.64081 -1.73008 0.2 0.1 0.3
C 3.33530 -3.36359 -0.04322 1.1 0.4 -0.3
C 2.88744 -6.77268 1.66860 -0.4 -0.1 0.3
C -3.49241 1.08680 0.38982 0.1 0.3 0.0
H -4.63990 3.28019 -3.32607 -0.1 0.2 0.0
H 5.25747 -6.04340 0.20610 0.0 0.0 0.0
H 1.87772 -6.92197 -1.00521 0.1 -0.1 0.1
H -3.07553 7.06652 -1.23421 -0.1 0.1 0.0
H -1.99289 -1.75010 4.68990 0.0 -0.1 -0.1
H 1.35013 4.29187 -2.22798 -0.2 0.2 0.1
H -0.53555 6.43774 0.88467 0.0 0.1 0.2
H 4.37749 -6.24096 -1.31620 0.0 0.1 0.0
H -4.39635 1.69767 0.43366 -0.1 -0.1 0.0
H 2.59420 2.33281 -2.01748 -0.1 -0.2 -0.2
H 4.86564 -4.29884 -1.34028 0.0 0.0 0.0
H 0.66451 7.87937 -2.65521 -0.3 0.0 -0.2
H -0.21274 2.03759 -1.58929 0.1 0.3 0.3
H 2.71358 -7.80256 1.35468 0.0 0.0 -0.2
H 3.79463 -6.76211 2.27554 0.0 0.0 0.0
H -3.62226 -3.22075 1.71754 0.0 0.0 0.0
H 2.37708 -2.74218 -1.86255 0.1 0.0 0.0
H -3.19508 0.41492 4.98304 0.1 0.0 0.0
H -1.42302 0.45672 -2.81987 -0.2 -0.2 -0.1
H 2.30307 -1.82449 1.11317 0.0 -0.1 0.0
H 2.55011 4.60777 -0.95898 -0.1 0.3 0.2
H 4.03461 -1.94502 1.44206 0.0 0.0 0.0
H 0.96319 -5.78203 -0.03710 0.1 0.1 0.1
H 4.35510 -7.50948 -0.13943 -0.1 0.0 0.1
H 3.27783 3.13335 -3.48391 -0.1 -0.2 -0.1
H -4.83984 -1.25009 0.41941 0.0 0.0 0.0
H -3.47196 0.59755 -0.58244 0.0 -0.1 0.0
H 5.50637 -3.40271 0.03494 0.0 0.0 0.0
H 0.00840 -1.95464 2.01546 -0.1 0.1 0.0
H -4.19612 -0.75105 4.16970 0.0 -0.1 0.0
H -1.20719 7.69138 -0.12886 0.0 0.2 -0.1
H -2.64303 1.76431 0.44497 0.1 -0.1 0.1
H 2.93749 -5.08366 -2.27539 0.0 -0.1 0.0
H 1.25885 -3.18670 -0.59256 0.1 0.0 0.2
H -4.39908 1.38699 3.00211 -0.1 0.0 -0.1
H -1.01638 -3.19999 1.30969 0.0 0.0 0.0
H -2.75827 -3.80187 3.13151 0.1 0.0 0.0
H 1.49095 6.38165 -0.15441 0.1 -0.3 -0.2
H -5.68815 0.00016 1.33025 0.1 0.1 -0.1
H 1.05900 8.03752 -0.41788 0.2 0.1 0.1
H -2.66027 1.52837 2.86938 0.1 -0.1 -0.1
H -0.58226 -3.26309 3.01064 -0.1 0.0 0.1
H 4.84899 -2.55756 -1.36688 -0.1 0.1 0.1
H -5.05640 -1.39356 2.16224 0.0 0.0 0.0
H 4.12393 3.16985 -1.93243 0.2 0.0 -0.1
H -4.03456 -2.65180 3.34167 0.0 0.1 -0.1
H 2.05383 -6.48437 2.30492 0.0 0.2 -0.1
H -1.15941 -0.43167 3.89105 0.0 0.0 -0.1
H 3.46317 -1.22317 -0.06446 0.0 0.0 -0.1
H -3.73265 1.06131 -3.74877 0.0 -0.1 -0.1
H 1.20749 -4.91708 -2.32522 0.0 0.0 0.1
H 0.41749 6.09173 -2.65396 -0.4 0.1 0.0
```
Forces are in eV/Å.

Summary:
* E: -48174.9165 eV
* orbital gap (alpha / beta): 0.299 / 0.327 Eh
* total charge: 0
* spin multiplicity: 3
* E_LUMO (alpha / beta): -0.3 / -0.3 eV
* HOMO (alpha / beta): -8.452 / -9.212 eV

Record 2
DFT (ωB97M-V with the def2-TZVPD basis set) results for a molecular structure, C32H52N4O5PSZn in a non-equilibrium geometry.

Geometry as XYZ:
```
96
Properties=species:S:1:pos:R:3:forces:R:3
Zn -0.05905 0.12080 0.22280 0.0 1.3 1.3
S -1.93082 2.80766 -0.76118 -0.3 1.0 -0.5
P 0.82645 -2.17096 -1.37350 -0.3 -0.3 -0.6
O 0.93461 -2.68575 -2.87373 -0.2 0.0 0.8
O 2.13958 -1.88481 -0.71820 0.0 -0.4 -0.2
O -0.17287 -1.02684 -1.24626 0.1 -1.1 -1.4
O 0.08441 -3.41039 -0.68047 0.0 0.6 -0.1
O -0.99276 1.65920 -0.93066 0.2 -0.1 -0.6
N 0.45378 -1.48133 1.59512 0.3 -0.4 0.3
N 1.98037 0.77699 -0.17860 0.5 0.0 -0.4
N -1.98140 -0.29660 1.15068 -0.7 -0.1 -0.1
N -0.11876 1.63833 1.81160 0.0 0.4 0.2
C -2.92932 -0.18981 -4.50842 0.0 0.0 0.0
C -0.75880 4.21698 -2.87567 0.1 0.0 -0.1
C -3.23372 2.68793 -2.09667 0.1 0.1 0.4
C -0.68707 -2.06310 2.29594 -0.4 0.0 0.1
C -1.25004 4.94988 -5.11565 -0.1 0.0 0.0
C 3.99954 3.26281 1.68908 0.0 0.0 0.1
C 3.18178 0.63282 1.93089 -0.1 -0.1 -0.2
C 0.40301 -4.79896 -0.87681 0.1 -1.1 0.1
C -3.90493 0.28157 -1.96259 0.0 0.1 0.0
C 0.09608 3.24835 -3.39093 0.0 0.0 0.0
C -0.35480 -5.30867 -2.10025 0.1 0.2 0.2
C -4.01583 -0.97761 -2.52173 0.0 -0.1 0.1
C 1.45945 -1.94901 -3.98066 0.4 0.4 -1.0
C 3.26009 2.67408 0.67723 -0.1 -0.1 0.0
C -0.99603 4.28953 -1.40872 -0.4 -0.4 0.1
C -2.80564 1.06744 -3.94476 0.0 0.1 0.1
C -0.41526 3.96712 -5.62096 0.0 0.0 -0.1
C 4.29763 2.55135 2.83868 0.1 0.0 0.1
C 0.26506 3.12263 -4.75784 0.0 0.0 0.0
C -3.53362 -1.21259 -3.79831 0.0 0.0 -0.1
C 2.05439 -2.99003 -4.93231 -0.2 0.2 0.4
C -2.29133 0.63108 2.24027 0.2 0.1 0.2
C -1.95993 -1.71126 1.52489 0.1 -0.3 0.2
C -0.10134 -5.51108 0.38171 0.1 0.3 -0.3
C 2.82377 1.35986 0.79985 0.1 0.2 0.1
C 2.52898 -0.96541 -3.52538 -0.1 -0.3 0.0
C 3.90098 1.22809 2.94950 0.0 0.1 0.1
C -3.30721 1.31594 -2.67361 0.0 -0.1 0.0
C 1.90492 -5.01957 -1.02223 -0.1 0.2 0.1
C -1.42896 5.07029 -3.74836 0.1 0.0 0.1
C 0.30367 -1.20033 -4.64207 0.2 -0.2 0.3
C -1.01329 1.19441 2.87419 -0.3 -0.1 0.1
H -0.06599 4.27590 -0.84040 0.0 0.0 0.1
H 2.43798 -4.54458 -0.20212 0.1 0.0 0.1
H -1.59049 5.15657 -1.12469 0.0 0.1 0.1
H -0.61478 -3.15496 2.36398 0.0 0.1 0.1
H 2.37948 -2.51303 -5.85218 0.0 0.1 -0.1
H 0.01428 -6.58533 0.26740 0.0 -0.1 0.0
H -0.17684 -0.55519 -3.90991 -0.1 0.1 0.0
H -4.49890 -1.77106 -1.97079 0.0 -0.1 0.0
H 0.60385 2.57869 -2.71350 0.1 -0.1 0.0
H -0.06656 -4.74174 -2.97885 0.0 -0.1 -0.1
H 1.26687 -1.46836 2.20245 -0.1 0.0 -0.1
H 2.12257 -6.08478 -1.01625 0.0 -0.1 0.0
H -1.76378 5.62527 -5.78247 -0.1 0.0 -0.1
H -1.42494 -5.19145 -1.94616 -0.1 0.0 0.0
H -2.83808 -1.97846 2.12376 0.0 -0.1 -0.1
H 3.03758 3.22491 -0.22553 -0.1 0.1 -0.1
H 0.66945 -0.60192 -5.47231 0.0 0.1 -0.1
H 3.01110 -0.50670 -4.38472 0.0 0.1 -0.1
H -2.33069 1.86420 -4.49982 0.0 0.1 0.0
H 2.26922 -0.19526 -0.40314 0.0 0.1 -0.1
H -2.89840 0.15036 3.01697 0.0 0.1 -0.1
H 0.93071 2.36814 -5.14806 0.0 -0.1 -0.1
H 4.34496 4.28034 1.58567 0.0 0.1 -0.1
H 4.15226 0.66377 3.83567 0.1 -0.1 0.0
H -3.01299 3.41945 -2.87115 0.0 0.0 0.1
H -2.85839 1.46954 1.82931 -0.1 -0.1 0.0
H -0.29281 3.86323 -6.68749 0.1 0.0 -0.1
H -4.31167 0.48149 -0.97833 -0.1 0.0 0.1
H 2.01716 1.32274 -1.03434 -0.1 -0.1 0.0
H 4.86185 3.01133 3.63401 0.1 0.1 0.1
H -2.08451 5.83612 -3.35758 -0.1 0.1 0.1
H 2.91533 -0.40981 1.97706 0.0 -0.2 0.1
H -0.43110 -1.90948 -5.01236 -0.1 -0.1 -0.1
H 0.79181 1.88313 2.18526 0.1 0.0 0.0
H 0.69377 -2.10553 0.82744 0.3 -0.1 0.6
H -4.15838 2.96216 -1.58858 0.0 0.0 0.0
H -2.56086 -0.36476 -5.50779 0.0 0.0 -0.1
H -0.72343 -1.66746 3.31276 0.0 0.0 0.0
H 2.06005 -0.19797 -2.91376 0.1 0.2 0.0
H 2.90732 -3.48144 -4.47047 0.1 -0.1 0.0
H -1.15463 -5.28701 0.53284 -0.1 0.0 0.1
H 3.27302 -1.48187 -2.92524 0.1 0.1 0.0
H 2.26623 -4.59022 -1.95062 0.1 0.0 -0.1
H -0.50596 2.47239 1.38458 0.1 0.1 0.0
H -0.49800 0.42060 3.43784 0.0 0.0 0.1
H -0.12872 -6.35848 -2.25695 0.0 -0.2 0.0
H -3.63666 -2.19071 -4.24203 0.0 -0.1 0.0
H -2.66911 -0.19533 0.41080 0.1 0.1 0.0
H 0.46390 -5.18654 1.25342 0.1 0.0 0.1
H -1.28595 2.00431 3.56292 0.1 -0.2 0.0
H 1.30761 -3.74226 -5.17216 -0.1 -0.1 -0.1
H -1.96330 -2.28625 0.59763 -0.1 0.0 0.0
```
Forces are in eV/Å.

Summary:
* ΔE to the lowest compared entry with this formula, charge and spin: 20.9 kJ/mol
* E: -118769.8432 eV
* orbital gap: 0.332 Eh
* total charge: +1
* spin multiplicity: 1
* E_LUMO: -2.0 eV
* HOMO: -11.028 eV